Entry from the OMol25 dataset: a gas-phase ion, H3NOP (charge -1) (ωB97M-V/def2-TZVPD).

XYZ file:
```
6
Properties=species:S:1:pos:R:3:forces:R:3
N -1.818 -0.197 0.083 1.023 2.214 2.118
O -0.484 -0.323 -0.549 1.477 -1.134 -2.136
P 0.985 -0.731 0.084 -1.425 1.192 -0.772
H -1.557 0.770 0.571 -1.242 -1.924 -0.714
H 1.067 0.498 0.743 0.628 0.454 1.231
H 1.807 -0.018 -0.932 -0.461 -0.803 0.273
```
Positions in Å, forces in eV/Å.

## Properties
relative energy (zero: lowest compared OMol25 entry of this formula, charge and spin): 4.529 eV
charge: -1
spin multiplicity: 1
E_LUMO: 0.176 Eh
HOMO level: -1.30 eV
Kohn-Sham gap: 6.1 eV
structure (SMILES): [NH-]OP

Entry from the OMol25 dataset: a molecular structure, C33H47N5OP2Zn (ωB97M-V/def2-TZVPD).

XYZ file:
```
89
Properties=species:S:1:pos:R:3:forces:R:3
Zn 0.588 -0.781 0.311 -0.251 0.696 0.090
C 0.838 0.545 4.402 -0.771 1.877 1.056
C 0.723 2.107 4.023 -0.729 -1.267 0.083
C 1.466 3.027 4.971 1.085 -0.003 -0.038
C 1.124 2.444 2.577 -0.472 -0.909 0.135
C 1.718 1.514 1.699 -0.495 0.667 1.234
C 2.000 1.839 0.377 0.523 0.683 -0.259
C 1.782 3.139 -0.093 -1.206 0.850 1.704
C 2.096 3.522 -1.486 -1.205 1.006 0.333
C 1.153 4.095 0.812 1.003 -1.177 -1.974
C 0.852 3.716 2.087 -0.117 -0.415 -0.255
H 0.531 0.436 5.484 0.083 0.118 -1.169
H 1.848 0.177 4.391 0.588 -0.164 -0.348
H 0.165 -0.058 3.780 0.262 0.089 0.072
H -0.349 2.341 4.221 0.388 -0.148 -0.732
H 2.530 2.941 4.729 0.089 -0.033 0.448
H 1.291 2.770 6.011 0.045 -0.042 0.083
H 1.248 4.092 4.842 -0.313 -0.223 -0.112
H 2.031 0.591 2.161 0.043 -0.368 -0.209
H 2.558 1.153 -0.270 -0.179 0.121 0.182
H 2.859 2.935 -1.904 1.157 -0.714 -0.588
H 2.356 4.578 -1.504 0.134 -0.003 -0.311
H 1.193 3.386 -2.088 0.012 0.188 -0.209
H 0.854 5.111 0.505 0.478 -0.630 -0.167
H 0.312 4.441 2.643 -0.233 0.419 0.960
N 2.477 -1.199 -1.838 1.198 0.119 -0.552
P 0.788 -1.406 -1.906 0.323 0.124 0.271
C 0.611 -3.185 -1.979 0.366 -1.860 -0.592
C 0.882 -4.005 -3.135 -0.096 1.720 0.353
C 1.041 -5.371 -3.000 -0.337 0.328 0.009
C 0.848 -5.974 -1.776 0.440 1.561 1.116
C 0.641 -5.210 -0.618 -0.040 0.593 -0.542
C 0.549 -3.816 -0.707 -0.101 -0.784 -2.247
C 0.230 -0.505 -3.330 -1.714 -0.588 -1.343
C 0.410 0.874 -3.480 -0.211 -0.649 0.582
C -0.270 1.568 -4.482 1.324 1.848 0.650
C -1.069 0.913 -5.373 -0.401 -0.464 -1.029
C -1.279 -0.457 -5.234 -0.679 -0.460 -0.242
C -0.704 -1.168 -4.201 1.128 -0.065 0.792
C 3.173 -1.462 -0.643 -0.362 -0.483 -0.649
C 4.512 -1.798 -0.593 -0.038 0.650 0.033
C 5.005 -2.196 0.620 0.232 0.106 -0.216
C 4.217 -2.344 1.751 0.632 0.292 -0.698
C 2.927 -1.924 1.632 0.468 -1.224 2.168
N 2.468 -1.480 0.486 -2.039 0.619 -0.790
H 2.993 -1.467 -2.693 -0.238 0.353 0.817
H 1.008 -3.497 -4.116 -0.056 -0.567 0.730
H 1.329 -6.018 -3.805 -0.037 0.109 -0.564
H 1.054 -6.998 -1.702 -0.107 -1.417 0.240
H 0.590 -5.669 0.352 -0.048 -0.257 0.190
H 0.436 -3.203 0.146 -0.247 0.233 1.037
H 1.021 1.358 -2.726 0.084 0.311 -0.324
H -0.095 2.677 -4.572 -0.263 -1.326 0.070
H -1.496 1.432 -6.239 0.030 -0.118 0.530
H -1.949 -0.986 -5.921 0.311 0.286 0.213
H -0.915 -2.244 -4.056 0.094 0.802 -0.245
H 5.184 -1.618 -1.411 0.003 -0.235 -0.438
H 6.050 -2.368 0.647 0.845 -0.390 0.304
H 4.693 -2.708 2.629 -0.188 -0.228 0.767
H 2.250 -2.077 2.498 0.207 0.623 -0.752
C -2.786 -1.027 3.046 0.543 1.490 0.345
N -3.291 -0.287 1.886 -1.269 0.567 0.485
C -4.655 0.284 2.006 0.577 -0.144 0.344
P -2.288 0.235 0.742 0.310 -1.602 -2.065
O -1.012 -0.480 1.194 0.760 0.047 0.077
N -2.654 -0.322 -0.789 0.897 -0.592 0.142
C -3.546 0.287 -1.773 0.100 -0.339 -0.862
C -2.513 -1.774 -1.056 0.573 0.209 0.332
N -2.223 1.812 0.478 0.222 1.376 1.414
C -2.390 2.723 1.614 -0.873 -0.609 1.402
C -1.814 2.524 -0.714 2.189 -0.428 -0.198
H -2.162 -0.329 3.639 -0.202 -0.642 0.047
H -2.209 -1.908 2.802 -0.058 -0.121 -0.214
H -3.654 -1.270 3.611 -0.486 -0.469 0.610
H -4.727 1.186 2.643 0.223 -0.461 -0.253
H -5.353 -0.463 2.367 0.082 -0.222 0.267
H -4.989 0.505 1.021 -0.361 0.530 -0.867
H -3.777 1.332 -1.561 -0.205 -0.353 0.183
H -4.430 -0.365 -1.749 -0.253 0.658 -0.464
H -3.103 0.273 -2.827 -0.385 -0.170 1.374
H -1.973 -2.290 -0.241 -0.523 0.302 -0.167
H -1.887 -1.962 -1.954 -0.659 0.250 0.238
H -3.507 -2.217 -1.187 0.258 -0.113 -0.014
H -2.414 2.176 2.577 0.170 0.056 -0.505
H -3.359 3.188 1.555 -0.513 0.386 -0.174
H -1.669 3.519 1.751 0.484 -0.224 -0.609
H -1.599 1.799 -1.517 -0.412 0.587 0.095
H -0.834 3.065 -0.535 -1.114 -0.529 0.010
H -2.563 3.256 -0.930 -0.479 0.375 -0.632
```
Positions in Å, forces in eV/Å.

## Properties
charge: +2
spin multiplicity: 1
E_LUMO: -0.191 Eh
HOMO level: -13.57 eV
Kohn-Sham gap: 8.4 eV

Entry from the OMol25 dataset: a gas-phase ion, C5H5N2OS3 (charge +1) (ωB97M-V/def2-TZVPD).

XYZ file:
```
16
Properties=species:S:1:pos:R:3:forces:R:3
C -0.880 0.470 -1.776 0.024 0.803 0.473
C 0.501 -0.550 -0.117 -0.066 0.124 0.607
C -0.230 0.043 0.813 3.521 -1.745 1.705
C 1.640 -1.498 0.021 0.038 0.587 -0.540
C -1.279 0.992 0.627 1.680 3.032 -2.424
N 0.184 -0.252 -1.467 -0.945 -0.682 -3.803
N -1.503 1.211 -0.892 -0.662 -1.369 0.875
O 1.907 0.296 3.701 1.105 1.433 0.682
S 2.260 -2.161 -1.330 0.271 -0.325 1.091
S 2.464 -1.674 1.634 -0.215 -0.052 -0.965
S 1.263 -0.800 3.089 -2.537 -0.862 -2.184
H -1.336 0.617 -2.766 1.051 -0.771 0.011
H -2.094 0.592 1.087 -2.888 -0.398 1.139
H -1.023 2.041 0.912 -0.253 -1.065 0.707
H 0.538 -0.829 -2.305 -0.084 0.817 2.202
H -2.412 1.501 -1.230 -0.038 0.473 0.424
```
Positions in Å, forces in eV/Å.

## Properties
relative energy (zero: lowest compared OMol25 entry of this formula, charge and spin): 2.344 eV
charge: +1
spin multiplicity: 1
E_LUMO (spin up / spin down): -0.220 / -0.220 Eh
HOMO level (spin up / spin down): -12.95 / -12.96 eV
Kohn-Sham gap (spin up / spin down): 7.0 / 7.0 eV

Entry from the OMol25 dataset: 3 unconnected molecules or ions with the total composition C3H11NO2 (ωB97M-V/def2-TZVPD).

XYZ file:
```
17
Properties=species:S:1:pos:R:3:forces:R:3
C -1.119 1.642 -0.231 -0.627 0.393 1.222
N -0.405 0.682 0.153 0.286 0.037 -0.046
C -1.035 -0.615 0.218 -1.201 -0.678 0.429
C -2.033 -0.739 1.411 1.503 0.499 -0.059
H -2.194 1.551 -0.419 -0.050 -0.228 -0.513
H -0.796 2.665 -0.063 0.467 0.029 -0.543
H -1.673 -0.854 -0.642 0.411 0.280 -0.401
H -0.291 -1.395 0.323 0.238 -0.034 -0.181
H -1.482 -0.875 2.346 -0.100 -0.158 -0.024
H -2.542 0.215 1.513 -0.578 -0.182 -0.088
H -2.672 -1.591 1.220 -0.350 0.049 0.205
O 2.997 1.238 4.439 -0.275 0.628 0.094
H 2.116 1.558 4.677 -0.019 -0.402 0.000
H 3.439 2.079 4.268 0.298 -0.233 -0.093
O 2.514 -1.671 -6.063 0.002 -0.088 -0.209
H 3.156 -2.363 -6.268 -0.171 0.165 0.003
H 2.020 -1.527 -6.882 0.168 -0.077 0.204
```
Positions in Å, forces in eV/Å.

## Properties
relative energy (zero: lowest compared OMol25 entry of this formula, charge and spin): 1.323 eV
spin multiplicity: 1
E_LUMO: 0.036 Eh
HOMO level: -9.57 eV
Kohn-Sham gap: 10.6 eV
structure (SMILES): C=NCC.O.O